Computed, not measured: C17H16N4O4 in the gas phase at a distorted geometry, with ωB97M-V/def2-TZVPD.

Values from the calculation:
- Total energy: -32036.236 eV
- Relative energy (zero: lowest compared OMol25 entry of this formula, charge and spin): 240.6 kJ/mol
- Structure (SMILES): C[C@H](NC(=O)C(=O)N/N=C\c1ccc([N+](=O)[O-])cc1)c1ccccc1
- Kohn-Sham gap: 0.3075 Ha

Atoms and positions in Å:
C1 -1.7971 -1.2910 -2.6668
C2 -0.9373 -0.0300 -2.6242
N1 -0.3032 0.0835 -1.3138
C3 -0.9409 0.4199 -0.1926
O1 -2.1215 0.6880 -0.0576
C4 0.0100 0.4295 1.0113
O2 1.2023 0.2007 0.9085
N2 -0.6689 0.7305 2.1396
N3 -0.1954 1.0469 3.3679
C5 0.8280 0.5052 3.8898
C6 1.6480 -0.6210 3.4385
C7 1.0659 -1.7597 2.8752
C8 1.8521 -2.8159 2.4694
C9 3.2317 -2.7353 2.6221
N4 4.0565 -3.8271 2.1763
O3 5.2522 -3.7451 2.3643
O4 3.5069 -4.7661 1.6387
C10 3.8265 -1.6196 3.2009
C11 3.0318 -0.5755 3.6217
C12 -1.6802 1.2594 -2.9183
C13 -3.0474 1.3241 -3.1373
C14 -3.6590 2.5416 -3.3859
C15 -2.9158 3.7072 -3.4152
C16 -1.5498 3.6519 -3.1951
C17 -0.9390 2.4369 -2.9505
H1 -2.2443 -1.4096 -3.6496
H2 -1.1784 -2.1615 -2.4588
H3 -2.5796 -1.2328 -1.9151
H4 -0.1222 -0.1285 -3.3514
H5 0.6829 -0.1192 -1.2097
H6 -1.6267 1.0438 1.9732
H7 1.1227 0.9618 4.8286
H8 -0.0072 -1.8180 2.7678
H9 1.4207 -3.7016 2.0287
H10 4.9000 -1.5918 3.3100
H11 3.4797 0.2997 4.0674
H12 -3.6504 0.4316 -3.1089
H13 -4.7256 2.5771 -3.5522
H14 -3.3968 4.6551 -3.6057
H15 -0.9594 4.5562 -3.2139
H16 0.1279 2.3987 -2.7772